Record 1
Density functional theory data (ωB97M-V/def2-TZVPD) for a molecular structure, C6H18FeO10P at a distorted geometry.

## Properties
Orbital gap (alpha / beta) in eV: 5.04 / 5.00
E_tot in a.u.: -2596.9911
Relative energy (zero: lowest compared OMol25 entry of this formula, charge and spin) in eV: 0.3718
⟨S²⟩: 6.01
Maximum force in eV/A: 6.66

Structure (ORCA input):
```
! wB97M-V def2-TZVPD RIJCOSX def2/J DEFGRID3
* xyz -1 5
Fe -14.236 1.483 -12.688
P -14.548 0.217 -10.452
O -13.708 0.528 -9.177
O -15.647 0.383 -13.929
O -12.043 1.775 -9.745
O -12.904 0.896 -14.303
O -14.544 3.275 -13.824
O -15.322 1.448 -11.080
O -13.636 -0.036 -11.712
O -11.057 -0.354 -11.702
O -12.743 2.821 -11.924
O -15.417 -0.987 -10.080
C -10.953 -0.335 -10.309
C -12.663 4.119 -12.497
C -15.102 0.253 -15.262
C -10.845 1.018 -9.658
C -13.371 4.129 -13.849
C -13.606 -0.049 -15.140
H -12.827 1.149 -9.526
H -16.609 0.418 -13.959
H -15.605 -0.639 -15.642
H -13.231 4.728 -11.782
H -13.678 5.141 -14.103
H -11.798 -0.877 -9.877
H -11.964 0.834 -14.499
H -10.091 -0.923 -9.954
H -12.050 -0.336 -11.892
H -13.479 -1.062 -14.763
H -15.317 1.131 -15.874
H -11.649 4.516 -12.572
H -10.677 0.834 -8.587
H -9.974 1.588 -9.993
H -12.715 3.666 -14.591
H -15.192 3.598 -14.452
H -13.185 0.081 -16.140
H -12.275 2.738 -11.040
*
```

Record 2
Density functional theory data (ωB97M-V/def2-TZVPD) for 12 unconnected molecules or ions with the total composition H24O12 at a distorted geometry.

## Properties
SMILES: O.O.O.O.O.O.O.O.O.O.O.O
Orbital gap in eV: 10.31
E_tot in a.u.: -917.1636
Relative energy (zero: lowest compared OMol25 entry of this formula, charge and spin) in eV: 4.4028
Maximum force in eV/A: 1.27

Structure (ORCA input):
```
! wB97M-V def2-TZVPD RIJCOSX def2/J DEFGRID3
* xyz 0 1
O 3.378 1.514 1.173
O -3.044 2.869 1.154
O 3.394 -0.582 -1.460
O -1.539 -2.192 0.122
O 2.463 2.189 -1.070
O -1.550 2.580 -1.950
O 1.720 -3.018 -0.649
O 0.449 -0.074 -0.375
O -0.673 3.580 0.301
O -2.586 -3.350 -1.667
O -5.050 -1.013 1.407
O 2.730 -1.882 3.065
H 3.906 -1.386 -1.604
H -0.506 -0.113 -0.254
H 2.505 -2.722 2.649
H 2.454 1.364 0.947
H -2.714 -4.145 -2.197
H 3.372 2.221 -0.749
H -0.595 2.471 -1.878
H -2.167 -3.671 -0.860
H -5.518 -1.784 1.069
H -4.159 -1.104 1.050
H -0.776 -2.375 -0.438
H 1.180 -3.297 -1.397
H 3.420 -0.456 -0.504
H 3.866 1.121 0.441
H -0.489 2.635 0.359
H -1.723 -3.036 0.549
H 2.624 -3.181 -0.938
H 0.088 3.938 -0.171
H -3.768 3.473 1.358
H -3.064 2.796 0.193
H 0.776 -0.858 0.080
H -1.869 2.459 -1.049
H 3.647 -1.996 3.340
H 1.965 2.687 -0.413
*
```

Record 3
Density functional theory data (ωB97M-V/def2-TZVPD) for a molecular structure, C3H5O3Yb at a distorted geometry.

## Properties
Orbital gap (alpha / beta) in eV: 5.61 / 6.87
E_tot in a.u.: -1501.4921
Relative energy (zero: lowest compared OMol25 entry of this formula, charge and spin) in eV: 1.9064
⟨S²⟩: 0.75
Maximum force in eV/A: 1.94

Structure (ORCA input):
```
! wB97M-V def2-TZVPD RIJCOSX def2/J DEFGRID3
* xyz 0 2
Yb 2.160 1.852 0.083
O 1.542 -0.273 0.189
O -1.312 -0.036 0.358
O -1.717 2.026 0.356
C 0.645 -1.040 -0.670
C -0.750 1.121 0.315
C -0.477 -1.246 0.312
H 0.878 -0.710 1.149
H 0.384 -0.561 -1.630
H -1.158 -2.012 -0.082
H 1.127 -2.018 -0.834
H -1.322 2.899 0.453
*
```

- E_tot of number 1 (C6H18FeO10P)?
  -2596.9911 a.u.

- Number 1 is which compound?
  C6H18FeO10P